No. 1
{"formula": "C50H42Cl3NO4PPbS", "method": "the ωB97M-V functional and the def2-TZVPD basis", "e_lumo_ev": -3.239, "charge": 1, "mol_weight_g_mol": 1097.49, "orbital_gap_ha": 0.244, "homo_energy_ha": -0.3626, "species": ["Pb", "Cl", "C", "C", "C", "Cl", "C", "O", "C", "Cl", "C", "H", "H", "C", "C", "C", "C", "C", "C", "P", "C", "C", "C", "C", "C", "C", "C", "C", "C", "C", "C", "C", "H", "H", "H", "H", "H", "H", "H", "H", "H", "H", "H", "H", "H", "H", "C", "C", "C", "C", "C", "C", "C", "C", "H", "H", "H", "H", "H", "C", "O", "C", "C", "C", "C", "C", "C", "N", "C", "C", "C", "C", "C", "C", "C", "O", "H", "H", "H", "H", "H", "H", "H", "H", "H", "H", "H", "H", "H", "O", "S", "C", "C", "C", "C", "H", "H", "H", "H", "H", "H", "H", "H"], "coordinates": [[-0.233, -0.606, 0.437], [0.979, -5.584, 6.075], [0.917, -4.644, 4.621], [-0.038, -3.656, 4.480], [-0.062, -2.917, 3.311], [-1.297, -1.691, 3.142], [0.836, -3.100, 2.248], [0.808, -2.429, 1.117], [1.776, -4.130, 2.452], [2.905, -4.475, 1.183], [1.827, -4.888, 3.605], [-0.756, -3.463, 5.265], [2.573, -5.662, 3.710], [-4.336, -0.119, 1.055], [-3.850, 0.635, -0.006], [-2.954, 1.670, 0.224], [-2.515, 1.957, 1.517], [-3.014, 1.193, 2.574], [-3.925, 0.170, 2.348], [-1.253, 3.213, 1.954], [-2.237, 4.746, 2.092], [-3.627, 4.790, 2.052], [-4.296, 5.996, 2.221], [-3.584, 7.168, 2.423], [-2.195, 7.132, 2.464], [-1.528, 5.929, 2.310], [-0.448, 3.422, 0.310], [-1.037, 4.320, -0.700], [-0.693, 4.484, -1.982], [0.344, 3.707, -2.730], [1.329, 2.494, -1.246], [0.684, 2.706, 0.102], [-5.039, -0.921, 0.875], [-4.181, 0.424, -1.015], [-2.601, 2.263, -0.610], [-2.674, 1.398, 3.584], [-4.304, -0.408, 3.182], [-4.195, 3.884, 1.884], [-5.378, 6.018, 2.189], [-4.106, 8.106, 2.553], [-1.633, 8.043, 2.626], [-0.444, 5.907, 2.358], [-1.797, 4.987, -0.311], [-1.184, 5.282, -2.528], [0.339, 3.942, -3.793], [2.107, 1.742, -1.158], [1.328, 1.969, 1.143], [1.852, 1.327, 2.021], [2.472, 0.563, 3.059], [3.552, -0.274, 2.773], [4.153, -0.994, 3.791], [3.683, -0.886, 5.094], [2.603, -0.061, 5.380], [1.995, 0.663, 4.369], [3.914, -0.347, 1.756], [4.994, -1.638, 3.570], [4.161, -1.443, 5.888], [2.237, 0.021, 6.395], [1.157, 1.315, 4.579], [1.955, 0.573, -6.227], [2.435, 0.399, -4.895], [2.008, 1.327, -3.980], [2.990, 2.393, -3.741], [2.876, 3.464, -2.952], [1.741, 3.774, -2.029], [0.295, 2.201, -2.365], [0.801, 1.251, -3.402], [-0.125, 0.243, -3.812], [0.070, -1.051, -3.925], [1.079, -1.825, -3.335], [1.443, -3.043, -3.972], [2.423, -3.834, -3.452], [3.051, -3.440, -2.249], [2.678, -2.315, -1.568], [1.650, -1.478, -2.064], [1.184, -0.489, -1.378], [2.635, 0.031, -6.879], [1.953, 1.629, -6.503], [0.947, 0.169, -6.350], [3.884, 2.282, -4.342], [3.695, 4.174, -2.966], [1.936, 4.666, -1.439], [-0.670, 1.853, -1.993], [-1.017, 0.593, -4.136], [-0.647, -1.550, -4.574], [0.959, -3.307, -4.906], [2.726, -4.743, -3.951], [3.834, -4.066, -1.838], [3.124, -2.059, -0.617], [-1.336, -2.230, -0.893], [-0.679, -3.609, -1.093], [-1.819, -4.445, -2.233], [-2.274, -5.728, -1.544], [-2.470, -5.350, -0.079], [-1.192, -4.622, 0.319], [-1.317, -4.591, -3.187], [-2.641, -3.736, -2.348], [-1.503, -6.497, -1.630], [-3.179, -6.117, -2.009], [-2.643, -6.216, 0.558], [-3.327, -4.681, 0.025], [-0.364, -5.309, 0.511], [-1.282, -3.942, 1.166]], "lowdin_charge": [1.463, 0.683, -0.675, -0.127, -0.559, 0.726, -0.501, -0.363, -0.577, 0.743, -0.126, 0.110, 0.110, -0.078, -0.086, -0.123, -0.420, -0.142, -0.114, 1.126, -0.403, -0.086, -0.076, -0.081, -0.078, -0.115, -0.299, -0.077, -0.022, -0.167, -0.150, -0.228, 0.109, 0.108, 0.092, 0.105, 0.107, 0.099, 0.106, 0.106, 0.106, 0.107, 0.100, 0.115, 0.149, 0.141, -0.073, 0.008, -0.241, -0.027, -0.068, -0.069, -0.068, -0.026, 0.118, 0.109, 0.108, 0.109, 0.118, -0.045, -0.103, -0.217, 0.013, -0.008, -0.155, -0.136, -0.123, 0.146, 0.003, -0.166, -0.047, -0.074, -0.060, -0.024, -0.359, -0.234, 0.098, 0.101, 0.080, 0.124, 0.118, 0.153, 0.140, 0.174, 0.154, 0.120, 0.108, 0.107, 0.103, -0.670, 1.000, -0.292, -0.221, -0.210, -0.287, 0.086, 0.100, 0.120, 0.121, 0.122, 0.121, 0.107, 0.074]}

No. 2
{"formula": "C50H42F11IMgN6O3S3SbTe", "method": "the ωB97M-V functional and the def2-TZVPD basis", "e_lumo_ev": [-0.580, -2.787], "charge": 0, "multiplicity": 2, "mol_weight_g_mol": 1480.67, "orbital_gap_ha": [0.282, 0.201], "homo_energy_ha": [-0.3035, -0.3038], "s_squared": 0.780, "species": ["Mg", "C", "C", "N", "C", "C", "C", "O", "C", "C", "N", "C", "C", "C", "C", "C", "C", "I", "C", "O", "H", "H", "H", "H", "H", "H", "H", "H", "H", "H", "H", "H", "N", "S", "N", "S", "N", "S", "N", "C", "C", "C", "C", "C", "C", "C", "C", "C", "C", "C", "C", "C", "C", "C", "C", "C", "C", "C", "C", "C", "C", "C", "C", "C", "C", "C", "C", "C", "C", "C", "C", "C", "C", "C", "C", "H", "H", "H", "H", "H", "H", "H", "H", "H", "H", "H", "H", "H", "H", "H", "H", "H", "H", "H", "H", "H", "H", "H", "H", "H", "H", "H", "H", "H", "H", "F", "Sb", "F", "F", "F", "F", "F", "F", "Te", "F", "F", "F", "F", "O"], "coordinates": [[1.302, 0.798, 1.739], [5.299, 1.683, -0.284], [4.998, 0.243, -0.168], [5.683, -0.652, -0.861], [5.421, -1.946, -0.630], [4.510, -2.472, 0.331], [4.447, -3.971, 0.477], [5.514, -4.471, 1.279], [3.749, -1.592, 1.043], [2.762, -2.074, 2.037], [1.719, -1.450, 2.414], [0.792, -2.261, 3.172], [0.600, -3.585, 2.765], [-0.292, -4.435, 3.397], [-1.042, -3.962, 4.458], [-0.878, -2.647, 4.873], [0.022, -1.792, 4.252], [0.140, 0.120, 5.072], [3.937, -0.176, 0.766], [3.252, 0.687, 1.326], [6.058, 1.837, -1.046], [5.649, 2.051, 0.686], [4.392, 2.256, -0.498], [5.974, -2.646, -1.251], [4.576, -4.427, -0.504], [3.481, -4.297, 0.858], [5.569, -3.959, 2.093], [2.961, -3.063, 2.445], [1.136, -3.939, 1.890], [-0.409, -5.453, 3.045], [-1.752, -4.604, 4.964], [-1.452, -2.272, 5.711], [-0.652, 0.047, 1.886], [-1.983, 0.150, 1.371], [-2.265, 0.996, -0.069], [-2.101, 0.497, -1.505], [-0.902, -0.339, -2.012], [0.677, 0.075, -1.605], [1.036, -0.007, -0.209], [1.517, -1.162, -2.579], [0.999, -2.452, -2.588], [1.751, -3.478, -3.140], [3.013, -3.215, -3.665], [3.530, -1.926, -3.626], [2.786, -0.891, -3.075], [0.836, 1.566, -2.563], [0.940, 1.528, -3.959], [1.030, 2.720, -4.650], [1.010, 3.932, -3.959], [0.868, 3.952, -2.582], [0.761, 2.759, -1.874], [-3.483, -0.480, -2.037], [-4.737, -0.005, -1.669], [-5.858, -0.707, -2.072], [-5.716, -1.868, -2.828], [-4.456, -2.328, -3.184], [-3.320, -1.631, -2.790], [-2.383, 1.987, -2.430], [-2.508, 3.201, -1.773], [-2.719, 4.344, -2.535], [-2.794, 4.256, -3.917], [-2.661, 3.027, -4.558], [-2.450, 1.879, -3.815], [-2.711, -1.440, 0.925], [-1.724, -2.333, 0.524], [-2.089, -3.587, 0.056], [-3.425, -3.957, 0.008], [-4.408, -3.051, 0.390], [-4.058, -1.783, 0.829], [-3.034, 1.155, 2.400], [-2.426, 2.379, 2.671], [-3.032, 3.243, 3.567], [-4.226, 2.891, 4.185], [-4.815, 1.665, 3.912], [-4.218, 0.780, 3.022], [0.018, -2.638, -2.162], [1.354, -4.487, -3.158], [3.595, -4.017, -4.104], [4.521, -1.724, -4.013], [3.196, 0.111, -3.023], [0.956, 0.586, -4.491], [1.119, 2.709, -5.730], [1.095, 4.863, -4.508], [0.854, 4.884, -2.029], [0.625, 2.768, -0.800], [-4.823, 0.899, -1.074], [-6.843, -0.352, -1.797], [-6.597, -2.416, -3.139], [-4.354, -3.231, -3.773], [-2.324, -1.963, -3.052], [-2.435, 3.240, -0.693], [-2.814, 5.304, -2.042], [-2.951, 5.153, -4.505], [-2.717, 2.966, -5.638], [-2.339, 0.914, -4.298], [-0.686, -2.021, 0.588], [-1.320, -4.288, -0.256], [-3.705, -4.945, -0.338], [-5.455, -3.326, 0.330], [-4.839, -1.073, 1.037], [-1.479, 2.646, 2.209], [-2.544, 4.184, 3.793], [-4.687, 3.562, 4.899], [-5.738, 1.383, 4.404], [-4.660, -0.186, 2.876], [3.487, -0.048, 4.154], [3.794, 1.789, 3.851], [5.331, 1.025, 3.059], [3.151, 1.909, 5.609], [5.056, 2.974, 4.542], [2.615, 4.400, 3.749], [4.015, 3.106, 2.294], [2.930, 5.200, 1.549], [1.904, 3.742, 2.132], [0.398, 2.478, 1.342], [2.460, 3.084, 0.466], [0.752, 4.820, 1.051], [0.391, 4.046, 3.217], [1.974, 2.050, 3.145]], "lowdin_spin": [0.003, 0.032, 0.191, -0.018, 0.247, 0.025, -0.002, 0.002, 0.102, -0.005, 0.037, 0.001, 0.004, -0.001, 0.004, -0.001, 0.004, 0.001, 0.101, 0.219, 0.000, 0.012, 0.010, 0.010, 0.000, -0.001, 0.000, -0.001, 0.000, 0.000, 0.000, 0.000, 0.000, 0.000, 0.000, 0.000, 0.000, 0.000, 0.004, 0.001, 0.000, 0.000, 0.001, 0.002, 0.002, 0.000, 0.000, 0.000, 0.000, 0.000, 0.000, 0.000, 0.000, 0.000, 0.000, 0.000, 0.000, 0.000, 0.000, 0.000, 0.000, 0.000, 0.000, 0.000, 0.000, 0.000, 0.000, 0.000, 0.000, 0.000, 0.000, 0.000, 0.000, 0.000, 0.000, 0.000, 0.000, 0.000, 0.000, 0.000, 0.000, 0.000, 0.000, 0.000, 0.000, 0.000, 0.000, 0.000, 0.000, 0.000, 0.000, 0.000, 0.000, 0.000, 0.000, 0.000, 0.000, 0.000, 0.000, 0.000, 0.000, 0.000, 0.000, 0.000, 0.000, 0.002, 0.002, 0.004, 0.000, 0.000, 0.000, 0.002, 0.000, 0.000, 0.000, 0.001, 0.000, 0.000, 0.002]}